# 1
{"formula": "C3H3N3O", "method": "ωB97M-V/def2-TZVPD", "symbols": ["N", "C", "N", "N", "O", "C", "C", "H", "H", "H"], "coordinates": [[2.33333, -0.94109, 0.98012], [1.25465, -0.58619, 0.52180], [-0.89523, 0.99047, -1.84979], [-1.61225, 1.06101, -0.89686], [-0.89505, 0.40685, 1.42924], [-1.27211, 0.04376, 0.24534], [0.13142, -0.31189, -0.05640], [3.04402, -0.21757, 1.04328], [-2.06073, -0.71644, 0.14022], [-0.02805, 0.27108, -1.55694]], "forces_ev_per_angstrom": [[-0.57, 0.11, -0.18], [0.64, -0.26, 0.18], [-0.29, 0.03, 0.71], [0.32, 0.07, -0.76], [0.11, -0.07, -0.27], [-0.15, -0.02, -0.14], [0.09, -0.09, 0.57], [0.08, 0.06, -0.01], [0.05, -0.02, 0.11], [-0.26, 0.19, -0.21]], "homo_energy_ev": [-9.4, -9.4], "max_force_ha_per_bohr": 0.0161, "orbital_gap_ev": [7.49, 7.49], "spin_multiplicity": 1}

***

# 2
{"formula": "C3H3N3O", "method": "ωB97M-V/def2-TZVPD", "symbols": ["N", "C", "N", "N", "O", "C", "C", "H", "H", "H"], "coordinates": [[-1.71311, 1.18920, -0.63130], [-0.65807, 0.86935, -0.12751], [0.23143, -0.90141, -2.19508], [1.16743, -1.13104, -1.66240], [-0.25822, -1.59195, 1.28306], [0.41374, -0.59779, 1.45496], [0.42264, 0.58305, 0.57876], [-1.97307, 0.85739, -1.55623], [1.06721, -0.49344, 2.34039], [1.30001, 1.21664, 0.51535]], "forces_ev_per_angstrom": [[0.61, -0.17, 0.30], [-0.55, 0.27, -0.05], [1.66, -0.56, 0.70], [-1.55, 0.22, -1.13], [0.15, 0.42, 0.08], [-0.20, -0.13, 0.00], [-0.20, 0.13, 0.05], [0.14, -0.06, 0.03], [0.11, -0.17, -0.08], [-0.18, 0.04, 0.11]], "homo_energy_ev": -9.6, "max_force_ha_per_bohr": 0.0375, "orbital_gap_ev": 10.15, "spin_multiplicity": 1, "smiles": "N=C=CC=O.N#N"}

***

# 3
{"formula": "C3H3N3O", "method": "ωB97M-V/def2-TZVPD", "symbols": ["N", "C", "N", "N", "O", "C", "C", "H", "H", "H"], "coordinates": [[-0.53734, 1.25600, 1.60374], [0.14216, 1.16327, 0.60539], [-1.99409, -1.75218, 0.66574], [-1.60126, -2.73569, 0.36373], [0.51617, -1.35236, -0.49968], [1.01160, -0.36889, -1.00898], [0.94855, 0.97735, -0.43303], [-1.53080, 1.45841, 1.52701], [1.53956, -0.44760, -1.97791], [1.52423, 1.79761, -0.84570]], "forces_ev_per_angstrom": [[0.48, -0.04, -0.64], [-0.33, 0.05, 0.46], [0.56, -1.75, -0.48], [-0.89, 1.61, 0.61], [0.37, 0.37, -0.28], [-0.07, -0.25, 0.10], [-0.06, 0.02, 0.13], [0.08, 0.00, -0.03], [0.04, 0.07, 0.09], [-0.18, -0.07, 0.04]], "homo_energy_ev": -9.7, "max_force_ha_per_bohr": 0.0377, "orbital_gap_ev": 10.20, "spin_multiplicity": 1, "smiles": "N=C=CC=O.N#N"}

***

# 4
{"formula": "C3H3N3O", "method": "ωB97M-V/def2-TZVPD", "symbols": ["N", "C", "N", "N", "O", "C", "C", "H", "H", "H"], "coordinates": [[2.14513, -0.39958, 0.71672], [1.06176, -0.66789, 0.24445], [0.23963, 2.08791, -1.12583], [-0.79956, 2.42122, -0.97336], [-1.31801, 0.36716, 1.33417], [-1.33257, -0.49235, 0.47604], [-0.13983, -1.04811, -0.16941], [2.65601, 0.40777, 0.36957], [-2.28850, -0.92056, 0.11755], [-0.22406, -1.75558, -0.98990]], "forces_ev_per_angstrom": [[-0.74, -0.19, -0.34], [0.56, 0.12, 0.25], [-1.80, 0.63, 0.27], [1.82, -0.53, -0.30], [-0.02, -0.34, -0.32], [0.05, 0.20, 0.26], [0.08, -0.05, -0.04], [-0.05, -0.01, -0.01], [0.07, 0.05, 0.03], [0.03, 0.12, 0.19]], "homo_energy_ev": -9.7, "max_force_ha_per_bohr": 0.0375, "orbital_gap_ev": 10.16, "spin_multiplicity": 1, "smiles": "N=C=CC=O.N#N"}

***

# 5
{"formula": "C3H3N3O2", "method": "ωB97M-V/def2-TZVPD", "symbols": ["C", "C", "C", "H", "H", "H", "N", "N", "N", "O", "O"], "coordinates": [[-2.17924, -0.10800, -0.04521], [2.10532, -0.59941, 0.00779], [0.48934, 0.93093, -0.02909], [-3.17893, -0.49179, 0.00564], [-2.09064, 1.01414, 0.05174], [3.12839, -0.83299, -0.07892], [-1.21439, -0.92934, -0.04731], [0.06190, -0.40136, 0.04066], [1.07241, -1.34099, 0.10106], [1.86326, 0.73390, -0.08891], [-0.05741, 2.02491, 0.08255]], "forces_ev_per_angstrom": [[0.14, 1.83, 0.65], [-0.56, 0.70, -0.20], [0.02, 0.30, 0.96], [-0.24, -0.50, -0.34], [0.17, -1.33, -0.24], [0.79, -0.72, 0.17], [0.19, 0.35, 0.28], [-1.53, 0.29, -0.16], [0.29, 1.08, -0.43], [-0.19, 0.58, 0.00], [0.92, -2.58, -0.68]], "homo_energy_ev": -9.7, "max_force_ha_per_bohr": 0.0549, "orbital_gap_ev": 10.44, "spin_multiplicity": 1, "smiles": "C=Nn1ncoc1=O"}

***

# 6
{"formula": "C3H3N3O2", "method": "ωB97M-V/def2-TZVPD", "symbols": ["C", "C", "C", "H", "H", "H", "N", "N", "N", "O", "O"], "coordinates": [[1.70337, 0.47493, -0.25349], [-1.31005, -1.42469, 0.00685], [-0.74882, 0.79319, -0.01019], [2.60819, -1.17745, 0.69682], [1.55556, 1.64174, -0.57337], [-2.22919, -2.24527, -0.38860], [2.75888, -0.11567, 0.23679], [0.32839, -0.03960, -0.14314], [0.06320, -1.54350, -0.13386], [-1.73043, -0.11385, 0.22067], [-1.00144, 1.94032, 0.04029]], "forces_ev_per_angstrom": [[-0.20, 0.01, 2.12], [1.65, -0.53, -1.70], [-0.05, -2.84, 0.70], [-0.14, 3.69, -1.90], [1.18, -3.01, 0.58], [3.26, 2.51, 1.91], [-2.48, -1.13, -0.39], [3.34, -1.23, -0.53], [-5.29, 3.92, 0.18], [-2.21, -3.22, -0.63], [0.93, 1.83, -0.34]], "homo_energy_ev": -10.0, "max_force_ha_per_bohr": 0.1281, "orbital_gap_ev": 9.97, "spin_multiplicity": 1, "smiles": "[H]/N=C\\n1ncoc1=O"}

***

# 7
{"formula": "C3H3N3O2", "method": "ωB97M-V/def2-TZVPD", "symbols": ["C", "C", "C", "H", "H", "H", "N", "N", "N", "O", "O"], "coordinates": [[-0.95329, 1.31548, -0.15916], [0.48748, -1.55962, 0.64048], [1.60600, -0.93267, -0.06530], [-2.03228, 2.20852, -1.48869], [-1.92958, 0.73716, 0.38697], [0.33804, -2.65962, 0.82647], [-1.03184, 2.18235, -1.01925], [0.04227, 0.57543, 0.57235], [-0.46236, -0.73064, 0.76247], [2.61481, -1.61465, -0.25511], [1.32075, 0.47828, -0.20124]], "forces_ev_per_angstrom": [[-4.72, -3.88, 3.37], [-1.33, -0.37, -1.03], [2.88, -1.45, 1.22], [2.53, 0.33, 1.90], [1.97, 1.84, -1.69], [0.42, 1.49, -0.28], [-0.78, 0.76, -2.85], [0.96, 0.10, -2.34], [0.24, 1.01, 1.40], [-1.77, 3.08, -0.78], [-0.41, -2.92, 1.08]], "homo_energy_ev": -10.1, "max_force_ha_per_bohr": 0.1357, "orbital_gap_ev": 9.71, "spin_multiplicity": 1, "smiles": "[H]/N=C/n1ncc(=O)o1"}

***

# 8
{"formula": "C3H3N3O2", "method": "ωB97M-V/def2-TZVPD", "symbols": ["C", "C", "C", "H", "H", "H", "N", "N", "N", "O", "O"], "coordinates": [[-0.25432, 1.21739, 1.09690], [0.89509, -1.24309, -1.14527], [-0.58701, -1.27677, -1.59921], [0.11086, 2.23358, 2.84636], [-1.19525, 1.96776, 0.63104], [1.85765, -1.71887, -1.29705], [0.53528, 1.28073, 2.46397], [-0.06918, 0.13614, 0.12905], [1.01584, -0.36440, -0.16394], [-1.24649, -2.09711, -2.27706], [-1.06248, -0.13535, -0.68479]], "forces_ev_per_angstrom": [[1.05, 1.04, 4.01], [-1.55, 1.40, 0.67], [1.29, -3.00, -0.07], [0.98, -2.27, -0.99], [2.95, -2.23, 1.91], [-0.77, -0.58, -1.08], [-5.40, 1.71, -7.22], [-1.41, 4.18, 3.51], [3.29, -2.71, -0.95], [2.11, 4.61, 2.90], [-2.53, -2.14, -2.70]], "homo_energy_ev": -9.3, "max_force_ha_per_bohr": 0.1784, "orbital_gap_ev": 8.19, "spin_multiplicity": 1, "smiles": "[H]/N=C/n1ncc(=O)o1"}

***

# 9
{"formula": "C3H3N3O2", "method": "ωB97M-V/def2-TZVPD", "symbols": ["C", "C", "C", "H", "H", "H", "N", "N", "N", "O", "O"], "coordinates": [[-1.77216, 0.73881, 0.65715], [0.07055, -0.38339, 0.35477], [1.92408, -1.06142, -0.33566], [-2.60607, 1.07623, 1.37128], [2.91995, -1.47468, -0.39695], [-0.39632, 1.21942, -0.82222], [-0.95618, -0.18997, 1.14501], [1.04925, -1.29258, 0.61354], [0.22663, 0.22593, -0.81639], [-2.00985, 1.16276, -0.57323], [1.55011, -0.02109, -1.19729]], "forces_ev_per_angstrom": [[-5.01, 1.13, -1.54], [-0.98, -1.11, -0.02], [-1.91, 1.77, 0.92], [1.40, -0.38, -0.59], [-0.12, 0.01, -0.49], [0.87, -2.05, -1.13], [0.04, 1.03, -0.09], [2.27, -0.04, -1.49], [0.15, 1.87, 0.13], [2.59, -0.69, 3.65], [0.68, -1.55, 0.65]], "homo_energy_ev": -10.1, "max_force_ha_per_bohr": 0.1042, "orbital_gap_ev": 9.77, "spin_multiplicity": 1, "smiles": "O=C/N=c1/nco[nH]1"}

***

# 10
{"formula": "C3H3N3O2S", "method": "ωB97M-V/def2-TZVPD", "symbols": ["C", "C", "C", "N", "N", "N", "O", "O", "S", "H", "H", "H"], "coordinates": [[0.68173, 0.79894, 0.08628], [1.20905, -0.54169, 0.02059], [-1.60094, 0.31312, 0.22485], [-0.59049, 0.98267, 0.12821], [2.54223, -0.67966, -0.07655], [-2.92689, 0.25016, -0.05844], [-3.44061, 1.36703, -0.07158], [-3.48672, -0.80920, -0.22795], [0.19132, -1.85309, 0.07325], [1.32807, 1.65859, 0.09856], [3.15608, 0.11674, -0.09313], [2.93718, -1.60360, -0.10410]], "forces_ev_per_angstrom": [[0.65, 0.36, -0.21], [-0.29, -0.45, -0.13], [1.87, -0.22, 0.98], [-0.66, -0.43, -0.24], [0.03, 0.14, 0.08], [-1.01, 0.27, -0.65], [-0.16, -0.12, 0.05], [0.08, -0.20, 0.00], [-0.62, 0.44, 0.01], [0.13, 0.14, 0.10], [-0.02, -0.01, 0.02], [0.00, 0.07, 0.00]], "homo_energy_ev": -8.9, "max_force_ha_per_bohr": 0.0412, "orbital_gap_ev": 7.60, "spin_multiplicity": 1}

***

Repeat the ninth record exactly.
{"formula": "C3H3N3O2", "method": "ωB97M-V/def2-TZVPD", "symbols": ["C", "C", "C", "H", "H", "H", "N", "N", "N", "O", "O"], "coordinates": [[-1.77216, 0.73881, 0.65715], [0.07055, -0.38339, 0.35477], [1.92408, -1.06142, -0.33566], [-2.60607, 1.07623, 1.37128], [2.91995, -1.47468, -0.39695], [-0.39632, 1.21942, -0.82222], [-0.95618, -0.18997, 1.14501], [1.04925, -1.29258, 0.61354], [0.22663, 0.22593, -0.81639], [-2.00985, 1.16276, -0.57323], [1.55011, -0.02109, -1.19729]], "forces_ev_per_angstrom": [[-5.01, 1.13, -1.54], [-0.98, -1.11, -0.02], [-1.91, 1.77, 0.92], [1.40, -0.38, -0.59], [-0.12, 0.01, -0.49], [0.87, -2.05, -1.13], [0.04, 1.03, -0.09], [2.27, -0.04, -1.49], [0.15, 1.87, 0.13], [2.59, -0.69, 3.65], [0.68, -1.55, 0.65]], "homo_energy_ev": -10.1, "max_force_ha_per_bohr": 0.1042, "orbital_gap_ev": 9.77, "spin_multiplicity": 1, "smiles": "O=C/N=c1/nco[nH]1"}